300
Properties=species:S:1:pos:R:3 method="wB97M-V/def2-TZVPD" spin_multiplicity=1 energy_ev=-445864.1501 charge=-3 gap_ev=5.203
C 9.120 11.331 4.787
C 7.993 10.356 4.217
C 8.144 9.099 5.130
N 7.195 7.923 4.842
C 7.679 6.603 5.543
C 6.846 5.318 5.328
C 6.647 5.129 3.856
C 6.137 6.435 3.133
C 7.050 7.686 3.347
C 5.812 8.164 5.592
H 8.678 12.063 5.462
H 9.508 11.964 3.989
H 10.016 10.817 5.136
H 8.137 10.122 3.162
H 7.003 10.781 4.378
H 8.024 9.294 6.196
H 9.123 8.658 4.939
H 8.627 6.237 5.149
H 8.027 6.836 6.549
H 7.294 4.406 5.721
H 5.852 5.477 5.746
H 7.566 4.840 3.345
H 6.023 4.259 3.648
H 5.928 6.183 2.094
H 5.172 6.689 3.570
H 8.042 7.615 2.900
H 6.704 8.593 2.850
H 6.006 8.624 6.560
H 5.106 7.344 5.726
H 5.284 8.801 4.882
C 10.136 -1.580 15.487
C 9.474 -1.685 14.134
C 10.006 -0.563 13.095
N 9.564 -0.656 11.628
C 8.041 -0.767 11.488
C 7.566 -0.609 10.009
C 8.168 0.590 9.191
C 9.612 0.808 9.497
C 10.063 0.697 10.968
C 10.248 -1.874 11.043
H 9.880 -0.683 16.051
H 11.220 -1.526 15.380
H 9.781 -2.442 16.051
H 8.384 -1.674 14.137
H 9.693 -2.698 13.797
H 11.091 -0.671 13.061
H 9.731 0.445 13.406
H 7.755 0.051 12.149
H 7.696 -1.771 11.735
H 6.476 -0.618 10.038
H 7.977 -1.538 9.615
H 7.767 1.589 9.358
H 8.005 0.361 8.138
H 9.809 1.777 9.039
H 10.261 0.093 8.990
H 9.632 1.514 11.548
H 11.142 0.854 10.975
H 9.995 -2.040 9.996
H 10.144 -2.780 11.641
H 11.320 -1.690 10.967
C 6.074 8.370 -4.163
C 6.562 8.536 -2.801
C 5.840 9.804 -2.202
N 5.942 9.921 -0.650
C 7.419 9.845 -0.165
C 8.282 11.168 -0.342
C 7.562 12.355 0.286
C 6.265 12.603 -0.421
C 5.337 11.321 -0.210
C 4.981 8.802 -0.124
H 5.054 7.992 -4.225
H 6.671 7.585 -4.627
H 6.120 9.229 -4.833
H 7.633 8.734 -2.856
H 6.482 7.614 -2.226
H 4.768 9.870 -2.385
H 6.228 10.758 -2.560
H 7.946 8.984 -0.577
H 7.436 9.696 0.914
H 8.496 11.433 -1.377
H 9.173 10.909 0.229
H 8.155 13.269 0.287
H 7.293 12.114 1.314
H 6.470 12.718 -1.485
H 5.804 13.506 -0.021
H 4.376 11.548 -0.672
H 5.246 11.216 0.871
H 5.314 7.786 -0.336
H 3.944 9.065 -0.333
H 4.945 8.826 0.965
C 13.645 11.892 5.156
C 14.054 10.428 5.300
C 12.910 9.596 5.739
N 13.172 8.126 6.124
C 14.002 7.329 5.081
C 14.036 5.815 5.455
C 12.721 5.095 5.686
C 11.837 5.941 6.621
C 11.806 7.432 6.203
C 13.882 8.030 7.496
H 12.753 12.258 5.663
H 13.504 12.333 4.169
H 14.469 12.507 5.519
H 14.832 10.463 6.062
H 14.394 9.852 4.440
H 12.088 9.737 5.038
H 12.375 9.977 6.610
H 13.377 7.567 4.221
H 15.036 7.661 5.173
H 14.509 5.416 4.558
H 14.777 5.638 6.234
H 12.186 5.068 4.736
H 12.885 4.131 6.168
H 10.808 5.590 6.690
H 12.007 5.711 7.672
H 11.288 7.524 5.248
H 11.295 7.915 7.036
H 14.867 8.495 7.456
H 13.805 6.989 7.809
H 13.398 8.686 8.219
C 3.857 16.619 10.476
C 3.808 15.118 9.956
C 5.052 14.744 9.090
N 5.125 13.247 8.599
C 6.501 13.115 7.820
C 6.471 13.888 6.523
C 5.300 13.439 5.660
C 3.932 13.480 6.448
C 3.948 12.724 7.750
C 5.310 12.269 9.823
H 3.103 16.997 11.166
H 3.852 17.306 9.630
H 4.826 16.782 10.946
H 2.976 14.964 9.269
H 3.638 14.496 10.835
H 5.984 14.833 9.648
H 5.164 15.468 8.283
H 7.239 13.636 8.430
H 6.663 12.038 7.842
H 6.654 14.947 6.707
H 7.347 13.691 5.904
H 5.197 14.179 4.866
H 5.480 12.513 5.114
H 3.636 14.507 6.660
H 3.113 13.124 5.823
H 3.088 12.704 8.419
H 4.171 11.690 7.491
H 6.293 12.467 10.251
H 5.257 11.239 9.470
H 4.585 12.526 10.594
C 2.336 5.214 4.799
C 1.953 4.192 5.937
C 2.021 2.682 5.488
N 2.840 1.717 6.385
C 2.499 0.310 5.902
C 3.078 0.106 4.489
C 4.620 0.405 4.316
C 5.025 1.764 4.948
C 4.361 2.031 6.355
C 2.278 1.833 7.802
H 1.472 5.221 4.134
H 3.357 5.086 4.442
H 2.268 6.209 5.237
H 0.952 4.454 6.279
H 2.577 4.315 6.823
H 2.429 2.618 4.479
H 0.986 2.389 5.308
H 1.414 0.371 5.991
H 2.923 -0.423 6.589
H 2.497 0.645 3.740
H 2.825 -0.928 4.252
H 4.791 0.391 3.240
H 5.218 -0.396 4.751
H 4.770 2.601 4.297
H 6.096 1.901 5.099
H 4.515 3.045 6.725
H 4.839 1.348 7.059
H 1.218 1.580 7.825
H 2.348 2.782 8.334
H 2.899 1.174 8.408
C 11.852 20.722 9.920
C 12.302 19.285 9.318
C 11.065 18.587 8.596
N 11.469 17.354 7.669
C 12.292 16.315 8.393
C 11.396 15.562 9.499
C 10.128 14.968 8.897
C 9.223 15.972 8.118
C 10.100 16.885 7.084
C 12.280 17.917 6.485
H 11.636 21.248 8.990
H 12.673 21.166 10.483
H 10.868 20.859 10.368
H 12.723 18.571 10.026
H 13.030 19.423 8.519
H 10.572 19.359 8.006
H 10.400 18.176 9.355
H 13.111 16.803 8.922
H 12.734 15.572 7.729
H 11.054 16.139 10.358
H 11.979 14.761 9.953
H 9.657 14.400 9.699
H 10.451 14.265 8.129
H 8.589 16.578 8.766
H 8.538 15.350 7.541
H 9.560 17.776 6.765
H 10.503 16.258 6.289
H 11.924 18.914 6.222
H 12.190 17.395 5.532
H 13.347 18.063 6.655
N 11.105 10.034 8.597
S 10.053 8.943 9.352
O 8.994 8.373 8.555
O 9.819 9.093 10.790
F 11.249 7.855 9.353
S 10.161 11.120 8.489
O 10.027 11.903 9.711
O 8.981 11.048 7.622
F 11.140 12.133 7.567
N 8.373 -0.823 3.334
S 9.296 0.308 4.221
O 8.859 0.476 5.581
O 9.977 1.501 3.660
F 10.570 -0.707 4.362
S 7.964 0.150 2.294
O 9.019 0.319 1.325
O 7.128 1.239 2.773
F 6.851 -0.747 1.428
N 13.822 17.664 3.404
S 15.155 16.729 4.090
O 16.085 16.174 3.113
O 15.090 16.019 5.394
F 16.084 18.077 4.479
S 13.121 16.388 2.891
O 12.757 15.374 3.871
O 13.398 16.004 1.529
F 11.690 17.024 2.608
N 6.967 3.444 -2.855
S 8.126 4.312 -1.914
O 7.915 5.744 -1.644
O 9.499 3.817 -1.925
F 7.588 3.582 -0.558
S 7.794 3.439 -4.100
O 8.755 2.399 -4.240
O 8.136 4.704 -4.767
F 6.667 2.963 -5.117
N 0.589 10.131 10.628
S 1.870 9.575 10.555
O 2.464 8.838 11.672
O 2.740 10.220 9.582
F 1.445 8.389 9.534
S 0.856 11.162 11.821
O 1.923 12.167 11.619
O 0.732 10.670 13.205
F -0.434 12.126 11.656
N 2.774 10.434 1.592
S 2.131 9.008 2.351
O 0.775 9.168 2.959
O 3.185 8.155 2.846
F 1.716 8.128 1.020
S 3.067 11.129 2.934
O 4.340 10.725 3.545
O 2.015 11.696 3.793
F 3.457 12.537 2.186
N 4.590 4.651 8.560
S 5.044 4.125 9.845
O 3.999 3.624 10.707
O 6.190 4.657 10.532
F 5.587 2.769 9.177
S 4.670 6.287 8.978
O 5.893 6.940 8.331
O 4.185 6.837 10.242
F 3.580 6.825 7.989
N 3.474 3.236 -0.385
S 3.096 4.697 -0.234
O 4.233 5.601 -0.036
O 1.753 5.051 0.375
F 2.762 4.868 -1.789
S 3.493 2.892 1.261
O 2.512 1.871 1.679
O 3.963 3.846 2.202
F 4.800 1.899 1.222
N 6.026 16.907 3.187
S 7.662 16.374 3.049
O 8.610 17.482 3.022
O 8.068 15.122 2.352
F 7.781 16.015 4.608
S 5.596 16.105 2.016
O 5.247 14.731 2.172
O 6.098 16.496 0.639
F 4.114 16.755 1.781
N 10.763 7.756 2.621
S 10.847 6.159 1.926
O 12.151 5.551 2.082
O 10.081 5.701 0.771
F 10.013 5.453 3.135
S 11.182 8.323 1.349
O 10.178 8.457 0.328
O 12.598 8.255 0.979
F 11.049 9.872 1.854